53
Properties=species:S:1:pos:R:3:forces:R:3 method="wB97M-V/def2-TZVPD" orbital_gap_ev="6.69 / 7.71" homo_energy_ev="-17.5 / -17.5" charge=+3 e_above_lowest_kj_mol=41.5 e_tot_ev=-64629.3193 multiplicity=6
Sm 0.640 -0.674 -0.111 -1.6 -1.0 1.4
S -1.167 1.482 -0.290 -0.6 0.8 0.0
S -0.717 -3.171 -0.532 -0.4 -0.4 -1.3
C -2.996 1.553 -0.458 -0.3 -0.6 0.3
C -0.759 1.809 -2.015 -0.3 -0.4 -0.6
C -1.182 0.610 -2.874 0.5 0.3 -0.6
N -0.344 -0.602 -2.544 -0.1 0.1 0.0
C -1.062 -1.831 -3.054 0.2 0.5 0.0
C -0.603 -3.104 -2.398 0.4 -0.2 0.7
H 0.333 1.968 -2.095 -0.6 0.3 -0.1
H -1.322 2.707 -2.321 0.5 -0.2 0.1
H -1.002 0.872 -3.934 -0.4 -0.1 0.3
H -2.258 0.355 -2.753 0.9 0.2 0.0
H -0.846 -1.908 -4.127 -0.3 -0.1 0.1
H -2.152 -1.679 -2.934 0.6 0.0 0.0
H 0.430 -3.341 -2.649 0.1 0.0 0.0
H -1.201 -3.928 -2.763 -0.1 -0.3 0.0
C -2.546 -3.246 -0.448 0.1 0.2 0.3
H 0.532 -0.512 -3.100 -0.8 -0.1 0.2
H -2.947 -2.395 -1.006 -0.1 -0.3 0.3
H -2.837 -3.205 0.607 0.0 0.0 -0.3
H -2.881 -4.198 -0.878 0.2 0.2 0.1
H -3.399 1.609 0.569 0.1 0.1 -0.6
H -3.367 0.629 -0.938 0.1 0.6 0.2
H -3.283 2.457 -1.036 0.3 -0.6 0.4
C 3.365 -0.834 -1.446 0.6 -0.3 0.8
C 3.593 -0.978 -0.122 1.2 -0.1 -0.5
H 3.402 0.148 -1.900 0.2 -0.2 -0.2
H 3.295 -1.657 -2.137 0.0 -0.5 0.0
H 3.882 -0.129 0.509 -0.4 -0.3 -0.3
H 3.833 -1.933 0.343 -0.4 -0.2 -0.2
N 1.020 1.579 3.075 0.1 0.6 -0.5
C 0.007 0.622 3.229 -0.9 -0.4 -0.3
C -0.830 0.636 4.367 0.4 0.0 0.0
C -1.640 -0.461 4.674 0.9 0.2 -0.5
C -1.767 -1.495 3.744 0.6 0.1 -1.0
C -1.146 -1.277 2.505 0.2 0.1 0.6
N -0.221 -0.291 2.259 -0.4 -0.7 0.0
C 1.689 1.946 1.909 -0.6 -1.3 0.6
C 2.341 3.162 1.743 0.2 0.9 -0.2
C 3.125 3.382 0.605 -0.5 0.2 1.1
C 3.085 2.459 -0.434 -0.8 -1.1 -1.1
C 2.140 1.441 -0.313 1.7 0.6 1.1
N 1.691 1.048 0.918 -0.7 1.4 -2.0
H 1.102 2.259 3.821 -0.1 -0.2 0.1
H -0.800 1.515 5.001 0.1 -0.2 0.3
H -2.117 -0.568 5.635 -0.2 0.3 0.1
H -2.284 -2.430 3.996 0.0 0.6 -0.4
H -1.352 -1.905 1.626 0.1 0.0 0.7
H 2.145 3.941 2.479 0.5 -0.1 -0.1
H 3.698 4.297 0.471 -0.1 -0.2 0.3
H 3.753 2.520 -1.303 -0.7 0.4 0.2
H 1.927 0.745 -1.174 0.4 1.3 0.7


34
Properties=species:S:1:pos:R:3:forces:R:3 method="wB97M-V/def2-TZVPD" orbital_gap_ev=6.47 homo_energy_ev=-10.5 charge=+1 e_tot_ev=-256418.9956
C 3.298 -0.838 -0.194 0.9 1.3 0.9
N 2.239 -1.116 -1.222 -2.5 -0.7 1.5
C 0.965 -0.811 -0.554 -0.3 -3.2 -0.5
N 0.216 -1.818 0.124 2.1 2.1 -8.1
N 0.598 0.512 -0.616 0.7 0.1 1.0
H 2.835 -0.653 0.839 0.7 -0.5 -1.3
H 4.040 -1.690 -0.082 -1.0 1.1 -0.4
H 3.822 0.135 -0.469 -0.4 -1.5 0.3
H 2.249 -2.086 -1.556 0.2 0.3 0.5
H 0.330 -2.718 -0.381 0.7 0.3 0.9
H -0.828 -1.516 0.215 0.9 0.0 0.6
H 0.136 0.884 -1.446 0.8 -0.2 0.5
H 0.875 1.091 0.182 -0.9 -0.1 -0.6
Br -1.403 -0.339 1.452 -3.3 2.4 1.2
C -2.133 3.236 -1.237 -0.1 0.3 0.7
C -3.523 3.584 -1.750 0.1 0.1 0.1
O -3.305 4.428 -2.874 0.6 -0.2 0.1
S -1.922 3.991 -3.607 0.5 0.7 -0.4
O -2.251 3.129 -4.703 0.2 0.3 0.8
O -1.099 5.145 -3.747 -0.8 -0.9 -0.1
O -1.331 3.069 -2.407 -0.6 -0.1 -0.6
H -1.716 4.056 -0.648 -0.1 -0.1 0.0
H -2.128 2.320 -0.638 0.2 0.0 0.0
H -4.127 4.090 -0.999 0.0 0.1 -0.2
H -4.048 2.693 -2.100 0.2 1.9 0.4
K -4.264 0.852 -2.429 -0.2 -2.3 -0.4
Br 0.773 -2.276 2.311 1.5 -1.0 2.8
C 1.852 -2.995 3.776 0.1 -0.1 -0.1
C 1.576 -4.462 3.995 0.0 -0.1 0.4
Br -0.114 -4.734 4.926 0.1 0.0 -0.1
H 1.644 -2.383 4.654 0.0 -0.2 -0.1
H 2.887 -2.841 3.469 -0.1 -0.1 0.1
H 2.333 -4.904 4.644 0.0 0.1 -0.1
H 1.523 -5.032 3.068 0.0 0.1 0.1